[1]
A structure of composition C11H17Cl9O11S2 at a distorted geometry, computed with ωB97M-V/def2-TZVPD.

XYZ file:
```
50
Properties=species:S:1:pos:R:3:lowdin_charge:R:1
C 21.59 -13.90 -12.89 -1.496
Cl 23.07 -14.87 -12.91 0.517
Cl 20.23 -14.86 -13.59 0.535
Cl 21.84 -12.46 -13.86 0.555
H 21.31 -13.69 -11.86 0.016
C 20.41 -18.56 -20.64 -1.528
Cl 20.20 -17.49 -22.08 0.495
Cl 22.01 -18.40 -20.01 0.574
Cl 20.09 -20.27 -21.11 0.498
H 19.64 -18.32 -19.93 0.011
C 21.72 -8.67 -19.87 -1.529
Cl 23.22 -9.38 -20.46 0.542
Cl 20.40 -9.04 -21.00 0.529
Cl 21.93 -6.90 -19.65 0.501
H 21.43 -9.13 -18.94 0.005
C 16.33 -12.99 -21.74 -0.010
C 16.60 -12.86 -20.25 -0.287
C 17.50 -11.76 -19.77 -0.068
O 16.57 -10.62 -19.74 0.068
C 15.34 -11.10 -19.62 -0.619
O 14.34 -10.45 -19.45 0.141
O 15.33 -12.45 -19.64 0.064
H 17.25 -13.33 -22.23 0.089
H 16.01 -12.07 -22.23 0.096
H 15.58 -13.76 -21.88 0.088
H 16.80 -13.83 -19.80 0.147
H 18.29 -11.53 -20.48 0.116
H 17.82 -11.79 -18.73 0.134
C 21.92 -15.25 -18.05 -0.148
C 21.19 -14.71 -16.79 -0.215
O 20.62 -13.44 -17.11 -0.211
S 20.61 -13.35 -18.76 0.682
O 20.55 -11.99 -19.23 -0.233
O 19.66 -14.32 -19.24 -0.237
O 22.08 -14.02 -18.81 -0.215
H 21.32 -15.95 -18.61 0.083
H 22.96 -15.49 -17.86 0.128
H 21.93 -14.60 -15.99 0.083
H 20.39 -15.34 -16.40 0.103
C 26.73 -13.79 -17.82 -0.139
C 27.66 -13.85 -19.07 -0.194
O 26.92 -13.52 -20.22 -0.175
S 25.31 -13.65 -19.89 0.666
O 24.78 -14.98 -19.91 -0.229
O 24.64 -12.63 -20.63 -0.229
O 25.52 -13.21 -18.33 -0.213
H 26.95 -13.13 -16.99 0.133
H 26.55 -14.81 -17.50 0.121
H 28.12 -14.84 -19.10 0.125
H 28.55 -13.22 -19.03 0.130
```

Values from the calculation:
Net charge: 0
LUMO energy in eV: -0.08
E in eV: -168574.747

---

[2]
A structure of composition C11H17K2N2O5S at a distorted geometry, computed with ωB97M-V/def2-TZVPD.

XYZ file:
```
38
Properties=species:S:1:pos:R:3:lowdin_charge:R:1
K -4.78 1.09 -0.22 1.026
K -2.79 3.38 0.56 0.986
C -2.10 0.54 -0.56 -0.300
O -2.80 1.42 0.29 -0.907
H -1.01 0.62 -0.62 0.034
H -2.28 -0.47 -0.19 0.088
H -2.51 0.44 -1.57 0.076
C -0.51 -1.61 -2.52 -0.181
C 0.59 -0.98 -1.62 -0.195
O 1.33 -0.13 -2.44 -0.273
S 0.42 0.42 -3.67 0.761
O 1.19 0.53 -4.90 -0.202
O -0.37 1.50 -3.10 -0.240
O -0.49 -0.99 -3.75 -0.168
H -1.52 -1.53 -2.11 0.110
H -0.27 -2.67 -2.58 0.135
H 1.26 -1.71 -1.16 0.150
H 0.09 -0.39 -0.85 0.052
N -0.55 0.09 1.64 -0.129
C -0.75 -0.87 2.54 -0.168
C -0.61 -0.39 3.74 -0.106
C -0.32 0.96 3.60 -0.076
C -0.37 1.24 2.30 -0.183
H -0.57 0.07 0.63 0.045
H -0.97 -1.89 2.24 0.138
H -0.73 -1.02 4.61 0.116
H -0.27 1.69 4.40 0.110
H -0.30 2.14 1.71 0.124
N 3.14 -0.48 -0.26 0.048
C 2.75 -0.96 0.97 -0.095
C 1.65 -0.27 1.44 -0.062
C 1.21 0.49 0.35 -0.174
C 2.21 0.47 -0.66 -0.110
H 3.95 -0.64 -0.84 0.162
H 3.34 -1.75 1.40 0.112
H 1.17 -0.39 2.40 0.092
H 0.30 1.07 0.38 0.073
H 2.29 0.97 -1.61 0.130
```

Values from the calculation:
Energy relative to the best compared isomer or geometry (same formula, charge and spin) in kJ/mol: 844.6
Net charge: +1
LUMO energy in eV: -3.92
E in eV: -68370.792

---

[3]
An isolated molecule of C11H17N at a distorted geometry, computed with ωB97M-V/def2-TZVPD.

XYZ file:
```
29
Properties=species:S:1:pos:R:3:lowdin_charge:R:1
C -2.57 -1.98 0.65 -0.086
C -2.17 -0.79 -0.32 -0.292
N -1.05 0.00 -0.05 -0.150
C -1.51 1.26 0.46 -0.287
C -1.74 2.48 -0.58 -0.110
C 0.22 -0.35 -0.25 -0.297
C 0.50 -1.66 -0.52 -0.050
C 1.86 -2.03 -0.37 -0.139
C 2.92 -1.21 -0.05 -0.078
C 2.58 0.19 0.00 -0.297
C 3.47 1.27 0.37 -0.115
C 1.22 0.60 -0.07 0.008
H -1.56 -2.35 1.13 0.085
H -3.05 -2.86 -0.01 0.105
H -3.24 -1.62 1.53 0.080
H -3.14 -0.27 -0.58 0.128
H -1.81 -1.10 -1.29 0.096
H -1.10 1.56 1.45 0.112
H -2.58 1.18 0.97 0.138
H -2.66 2.15 -1.23 0.073
H -0.82 2.49 -1.54 0.136
H -1.66 3.43 0.13 0.095
H -0.35 -2.37 -0.89 0.135
H 1.99 -3.19 -0.36 0.128
H 4.03 -1.75 0.19 0.170
H 3.13 1.96 1.19 0.087
H 3.60 2.15 -0.44 0.122
H 4.55 1.09 0.54 0.069
H 0.90 1.70 -0.06 0.132
```

Values from the calculation:
Energy relative to the best compared isomer or geometry (same formula, charge and spin) in kJ/mol: 304.1
Net charge: 0
SMILES: CCN(CC)c1cccc(C)c1
LUMO energy in eV: 0.84
E in eV: -13168.399

---

[4]
A cluster of 2 separate species, C11H17N2 in total at a distorted geometry, computed with ωB97M-V/def2-TZVPD.

XYZ file:
```
30
Properties=species:S:1:pos:R:3:lowdin_charge:R:1
C -0.45 -1.01 -1.00 -0.018
C 0.78 -0.59 -1.36 0.022
C -0.31 -0.40 1.33 0.048
C -1.01 -1.01 0.32 -0.194
C 1.58 0.12 -0.38 -0.071
C 0.74 0.31 0.84 -0.070
C -3.21 0.58 -0.92 -0.067
C 4.60 -1.18 0.88 -0.131
C 0.80 2.78 0.04 0.011
C -2.44 -1.47 0.53 -0.113
C -3.33 -0.18 0.49 -0.161
N 4.50 -0.60 -0.24 -0.018
N 1.16 1.42 0.33 0.071
H -1.11 -1.54 -1.78 0.164
H 1.26 -0.92 -2.20 0.100
H -0.73 -0.34 2.37 0.165
H -3.64 1.60 -0.90 0.086
H -2.17 0.60 -1.11 0.013
H -3.54 0.15 -1.85 0.068
H 2.63 -0.04 -0.50 0.070
H 3.78 -0.91 1.69 0.081
H 5.23 -2.05 1.32 0.099
H 1.48 3.43 0.63 0.113
H 0.82 2.89 -1.04 0.106
H -0.30 2.92 0.27 0.121
H -2.70 -1.96 -0.36 0.098
H -2.56 -1.91 1.46 0.101
H -4.32 -0.44 0.87 0.104
H -2.82 0.53 1.21 0.108
H 5.29 -0.79 -0.94 0.094
```

Values from the calculation:
Energy relative to the best compared isomer or geometry (same formula, charge and spin) in kJ/mol: 579.7
Net charge: +1
LUMO energy in eV: -4.13
E in eV: -14651.151

---

[5]
A cluster of 2 separate species, C11H17N2 in total at a distorted geometry, computed with ωB97M-V/def2-TZVPD.

XYZ file:
```
30
Properties=species:S:1:pos:R:3:lowdin_charge:R:1
C -4.09 1.39 -0.71 -0.067
C -3.75 1.00 0.54 -0.048
C -3.20 1.28 -1.78 -0.051
C -2.54 0.34 0.67 -0.022
C -1.97 0.74 -1.55 -0.032
C -1.62 0.11 -0.35 -0.191
C -0.40 -1.99 0.33 0.097
C -0.50 -0.75 -0.16 -0.332
C 2.33 -0.25 0.60 -0.439
C 2.76 1.24 0.28 0.029
C 3.39 -1.26 0.29 -0.012
N 0.73 -0.37 -0.75 0.118
N 1.78 -0.37 1.77 0.160
H -5.05 1.78 -1.05 0.121
H -4.38 1.10 1.37 0.100
H -3.63 1.65 -2.67 0.107
H -2.19 -0.09 1.60 0.115
H -1.36 0.60 -2.35 0.084
H -1.24 -2.63 0.58 0.092
H 0.58 -2.42 0.34 0.060
H 3.76 1.21 0.66 0.093
H 2.01 1.83 0.69 0.071
H 2.82 1.38 -0.77 0.080
H 3.86 -1.02 -0.68 0.106
H 3.19 -2.29 0.47 0.085
H 4.22 -0.83 0.93 0.128
H 0.71 0.48 -1.29 0.127
H 1.12 -1.16 -1.25 0.128
H 1.22 0.48 1.94 0.143
H 1.46 -1.20 2.27 0.149
```

Values from the calculation:
Energy relative to the best compared isomer or geometry (same formula, charge and spin) in kJ/mol: 232.5
Net charge: +1
LUMO energy in eV: -3.16
E in eV: -14654.749

---

[6]
The ion C11H17N2O2 with charge +1 at a distorted geometry, computed with ωB97M-V/def2-TZVPD.

XYZ file:
```
32
Properties=species:S:1:pos:R:3:lowdin_charge:R:1
H -1.96 -2.05 1.46 0.113
N -1.02 -1.59 1.52 0.217
C -0.71 -0.83 0.58 -0.276
C -1.35 -0.59 -0.76 -0.167
C -0.76 0.28 -1.68 -0.005
C -1.41 0.48 -2.91 -0.037
C -2.70 0.02 -3.08 -0.043
C -3.30 -0.82 -2.11 -0.011
C -2.58 -1.19 -0.92 -0.004
N 0.64 -0.20 0.78 -0.059
C 0.74 0.41 2.13 -0.080
C 0.10 1.82 2.08 -0.192
O 0.54 2.50 0.93 -0.054
C 1.71 -1.23 0.59 -0.101
C 3.07 -0.51 0.44 -0.232
O 2.82 0.17 -0.78 -0.125
H 0.27 0.61 -1.62 0.105
H -0.91 1.02 -3.65 0.099
H -3.15 0.13 -4.03 0.099
H -4.36 -1.07 -2.26 0.115
H -3.07 -1.65 -0.06 0.110
H 0.76 0.56 0.05 0.127
H 1.88 0.41 2.42 0.153
H 0.20 -0.23 2.75 0.093
H -0.97 1.78 2.01 0.128
H 0.39 2.23 2.95 0.093
H 1.08 3.31 1.18 0.144
H 1.76 -1.99 1.44 0.166
H 1.52 -1.79 -0.30 0.128
H 3.15 0.28 1.37 0.136
H 4.07 -1.18 0.41 0.174
H 3.57 0.91 -0.93 0.187
```

Values from the calculation:
Energy relative to the best compared isomer or geometry (same formula, charge and spin) in kJ/mol: 93.6
Net charge: +1
SMILES: [H]/N=C(\c1ccccc1)[NH+](CCO)CCO
LUMO energy in eV: -3.29
E in eV: -18749.510

---

[7]
An isolated molecule of C11H17N3 at a distorted geometry, computed with ωB97M-V/def2-TZVPD.

XYZ file:
```
31
Properties=species:S:1:pos:R:3:lowdin_charge:R:1
C -3.24 -1.64 0.10 -0.017
N -2.13 -0.79 -0.54 -0.164
C -0.91 -1.44 -0.67 -0.173
C 0.08 -0.23 -1.05 -0.150
C 1.47 -0.32 -0.41 -0.296
C 1.31 -0.25 1.10 -0.120
C 0.68 1.13 1.42 -0.172
N 0.21 1.84 0.28 -0.113
C 1.38 2.19 -0.58 -0.114
C 2.26 0.91 -0.87 -0.119
C -0.70 1.06 -0.52 -0.216
C -1.91 0.46 0.20 -0.283
C -2.97 1.38 0.11 -0.182
N -3.98 1.91 0.14 0.187
H -3.51 -1.18 1.14 0.121
H -4.05 -1.66 -0.63 0.081
H -3.00 -2.65 0.24 0.041
H -0.91 -2.10 -1.46 0.093
H -0.51 -1.89 0.37 0.155
H 0.14 -0.22 -2.23 0.177
H 1.94 -1.32 -0.58 0.156
H 2.26 -0.24 1.58 0.105
H 0.93 -1.12 1.45 0.057
H -0.10 1.14 2.20 0.123
H 1.35 1.73 1.90 0.086
H 1.94 3.04 -0.20 0.115
H 0.95 2.42 -1.55 0.107
H 2.56 0.83 -1.97 0.133
H 3.12 0.89 -0.20 0.101
H -1.07 1.64 -1.32 0.134
H -1.72 0.16 1.23 0.147
```

Values from the calculation:
Energy relative to the best compared isomer or geometry (same formula, charge and spin) in kJ/mol: 268.8
Net charge: 0
SMILES: CN1C[C@@H]2C3CCN(CC3)[C@@H]2[C@H]1C#N
LUMO energy in eV: 0.80
E in eV: -16150.560